# 1
Formula: C34H57FeN3O5PSi
Source: the OMol25 dataset
Level of theory: ωB97M-V/def2-TZVPD

Results
Relative energy (zero: lowest compared OMol25 entry of this formula, charge and spin) = 0.000 eV
⟨S²⟩ = 8.76
Frontier orbital gap (spin up / spin down) = 6.5 / 7.4 eV

The geometry in ORCA input format:
```
! RIJCOSX wB97M-V def2-TZVPD def2/J DEFGRID3
* xyz 0 6
Fe 0.520 -0.037 -0.181
C -0.523 -4.227 -1.360
C -0.348 -2.746 -1.296
N -0.293 -2.044 -0.223
N -0.467 -2.654 0.986
C -0.084 -1.813 1.932
O 0.407 -0.644 1.701
C -0.204 -2.244 3.346
C -0.778 -3.467 3.684
C -0.878 -3.840 5.013
C -0.407 -2.997 6.013
C 0.165 -1.778 5.679
C 0.267 -1.401 4.348
C -0.061 -1.982 -2.534
C 0.008 -2.603 -3.771
C 0.367 -1.857 -4.880
C 0.664 -0.517 -4.719
C 0.575 0.026 -3.446
N 0.208 -0.676 -2.379
H -0.768 -4.610 -0.374
H 0.407 -4.689 -1.699
H -1.313 -4.504 -2.060
H -1.141 -4.112 2.896
H -1.327 -4.790 5.274
H -0.487 -3.291 7.052
H 0.532 -1.119 6.455
H 0.707 -0.453 4.070
H -0.207 -3.658 -3.868
H 0.426 -2.322 -5.856
H 0.966 0.103 -5.551
H 0.814 1.066 -3.271
C 5.311 -1.108 2.743
C 4.486 -1.323 1.485
C 5.375 -1.693 0.308
C 3.399 -2.362 1.720
O 3.849 -0.030 1.257
P 3.143 0.433 -0.085
O 2.506 -0.710 -0.839
O 2.051 1.420 0.281
O 4.283 1.066 -0.978
C 4.938 2.358 -0.770
C 5.115 2.668 0.709
C 4.086 3.417 -1.451
C 6.285 2.207 -1.457
H 5.805 -2.037 3.030
H 4.669 -0.784 3.563
H 6.073 -0.345 2.575
H 5.896 -2.627 0.524
H 6.119 -0.915 0.131
H 4.783 -1.829 -0.598
H 3.854 -3.324 1.963
H 2.783 -2.477 0.828
H 2.764 -2.057 2.552
H 4.151 2.745 1.215
H 5.630 3.625 0.808
H 5.709 1.900 1.203
H 3.118 3.497 -0.960
H 3.932 3.158 -2.500
H 4.585 4.386 -1.400
H 6.870 1.424 -0.974
H 6.841 3.144 -1.401
H 6.145 1.943 -2.505
C -0.202 2.339 2.684
C -1.515 2.263 1.885
C -2.328 1.096 2.465
C -2.296 3.558 2.167
Si -1.174 2.001 -0.016
C -2.804 1.441 -0.944
C -4.050 2.236 -0.526
C -2.670 1.562 -2.468
C -3.071 -0.046 -0.663
C -0.466 3.640 -0.801
C 0.267 3.313 -2.108
C 0.562 4.318 0.117
C -1.558 4.677 -1.106
H -0.450 2.428 3.749
H 0.402 3.205 2.418
H 0.409 1.450 2.550
H -2.402 1.219 3.552
H -1.855 0.132 2.281
H -3.346 1.061 2.076
H -2.509 3.614 3.241
H -3.250 3.605 1.642
H -1.723 4.447 1.907
H -3.933 3.309 -0.679
H -4.313 2.071 0.518
H -4.905 1.907 -1.131
H -2.595 2.593 -2.811
H -3.561 1.128 -2.938
H -1.806 1.013 -2.845
H -3.128 -0.285 0.399
H -2.293 -0.671 -1.103
H -4.024 -0.338 -1.120
H 1.101 2.634 -1.914
H 0.682 4.233 -2.537
H -0.391 2.872 -2.857
H 1.340 3.625 0.434
H 0.099 4.752 1.002
H 1.035 5.142 -0.433
H -2.275 4.332 -1.851
H -1.088 5.584 -1.504
H -2.116 4.964 -0.214
*
```

Atomic partial charges in e from the Mulliken method, atoms 1 to 5: Fe -0.0480; C -2.0820; C 0.6762; N 1.7514; N -1.6964

# 2
Formula: C34H58N2O7
Source: the OMol25 dataset
Level of theory: ωB97M-V/def2-TZVPD

Results
SMILES = O=COCCCCc1cnc2cc(-c3ccccc3)ccc2n1.CC(C)O.CC(C)O.CC(C)O.CC(C)O.CC(C)O
Frontier orbital gap = 7.0 eV

The geometry in ORCA input format:
```
! RIJCOSX wB97M-V def2-TZVPD def2/J DEFGRID3
* xyz 0 1
O -3.573 -1.981 -0.330
C -4.760 -2.122 -0.925
O -5.136 -3.153 -1.905
C -4.488 -4.446 -1.636
C -4.972 -5.176 -0.237
C -4.775 -6.819 -0.253
C -3.370 -7.319 0.472
C -2.124 -6.333 -0.030
C -1.255 -6.710 -1.353
N -0.131 -5.907 -1.948
C 0.066 -4.672 -1.116
C 1.239 -3.606 -1.632
C 1.585 -2.197 -0.858
C 2.703 -1.082 -1.352
C 4.316 -1.339 -1.486
C 5.262 -0.046 -1.968
C 4.626 1.458 -2.308
C 3.006 1.693 -2.215
C 2.077 0.421 -1.737
C 0.768 -1.803 0.547
C -0.383 -2.861 1.044
C -0.745 -4.271 0.235
N -1.858 -5.109 0.799
H -5.582 -1.295 -0.671
H -3.333 -4.275 -1.554
H -4.669 -5.232 -2.516
H -6.133 -4.960 -0.121
H -4.457 -4.652 0.695
H -4.842 -7.134 -1.397
H -5.703 -7.261 0.341
H -3.177 -8.455 0.268
H -3.510 -7.080 1.633
H -1.541 -7.724 -1.914
H 1.842 -3.867 -2.627
H 4.783 -2.400 -1.243
H 6.441 -0.120 -2.081
H 5.319 2.351 -2.613
H 2.439 2.699 -2.459
H 0.903 0.586 -1.643
H 0.981 -0.808 1.128
H -0.978 -2.573 2.037
C -7.402 -2.295 -5.578
C -6.754 -0.937 -5.362
C -5.247 -1.005 -5.554
O -7.041 -0.481 -4.042
H -7.022 -3.030 -4.859
H -8.485 -2.234 -5.424
H -7.212 -2.667 -6.590
H -7.181 -0.210 -6.060
H -4.791 -1.694 -4.834
H -4.792 -0.024 -5.383
H -4.993 -1.338 -6.565
H -6.665 -1.121 -3.415
C -4.000 -2.530 5.015
C -3.062 -1.341 4.887
C -3.831 -0.029 4.863
O -2.303 -1.465 3.687
H -4.688 -2.581 4.164
H -3.434 -3.468 5.019
H -4.587 -2.472 5.937
H -2.355 -1.337 5.723
H -4.513 0.010 4.006
H -3.144 0.818 4.757
H -4.413 0.104 5.780
H -2.923 -1.469 2.939
C 3.592 2.597 2.123
C 4.530 3.787 1.995
C 3.761 5.098 1.971
O 5.289 3.662 0.795
H 2.903 2.546 1.272
H 4.158 1.659 2.127
H 3.004 2.655 3.045
H 5.237 3.790 2.831
H 3.078 5.137 1.114
H 4.448 5.945 1.866
H 3.178 5.231 2.888
H 4.669 3.658 0.047
C 0.962 6.099 -2.110
C 0.321 5.489 -0.874
C -1.163 5.813 -0.801
O 0.971 5.990 0.291
H 0.875 7.191 -2.098
H 2.032 5.867 -2.143
H 0.494 5.721 -3.025
H 0.460 4.402 -0.885
H -1.325 6.895 -0.743
H -1.608 5.378 0.100
H -1.694 5.427 -1.676
H 0.853 6.954 0.310
C 8.922 2.991 2.640
C 9.273 4.470 2.704
C 8.254 5.246 3.523
O 9.322 5.001 1.383
H 7.948 2.840 2.161
H 9.658 2.447 2.038
H 8.892 2.549 3.641
H 10.269 4.593 3.144
H 7.256 5.175 3.075
H 8.512 6.310 3.550
H 8.204 4.871 4.550
H 8.442 4.896 0.985
*
```

Atomic partial charges in e from the Mulliken method, atoms 1 to 5: O -0.4478; C 0.0837; O -0.2743; C -0.2493; C -0.4405

# 3
Formula: C34H59F2N4O3
Source: the OMol25 dataset
Level of theory: ωB97M-V/def2-TZVPD

Results
⟨S²⟩ = 2.01
Frontier orbital gap (spin up / spin down) = 5.3 / 6.0 eV

The geometry in ORCA input format:
```
! RIJCOSX wB97M-V def2-TZVPD def2/J DEFGRID3
* xyz 1 3
C -4.592 4.711 -1.553
C -5.149 4.100 -2.428
C -5.863 3.443 -3.591
C -6.143 1.989 -3.154
N -5.174 1.129 -2.913
N -5.194 -0.111 -2.517
C -6.383 -0.619 -2.282
O -6.516 -1.867 -1.836
C -5.789 -2.049 -0.573
C -6.366 -1.227 0.608
C -7.485 -2.100 1.301
C -5.325 -0.881 1.721
C -4.261 0.204 1.338
C -4.833 1.431 0.559
C -3.016 -0.368 0.571
C -7.573 0.173 -2.509
C -8.953 -0.481 -2.226
C -10.081 -0.062 -3.203
F -9.284 -0.306 -0.884
C -7.487 1.498 -2.943
F -8.513 2.293 -3.137
H -4.009 5.369 -0.917
H -5.269 3.485 -4.518
H -6.846 3.942 -3.674
H -4.233 1.507 -3.066
H -5.886 -3.121 -0.311
H -4.719 -1.880 -0.783
H -6.869 -0.283 0.321
H -7.012 -2.973 1.788
H -8.198 -2.399 0.504
H -8.046 -1.499 2.044
H -4.815 -1.824 2.001
H -5.888 -0.473 2.588
H -3.868 0.608 2.297
H -3.970 1.976 0.112
H -5.498 1.170 -0.282
H -5.298 2.136 1.276
H -2.877 -1.410 0.938
H -2.100 0.206 0.794
H -3.201 -0.436 -0.523
H -8.809 -1.573 -2.357
H -9.733 0.426 -4.127
H -10.736 -0.933 -3.389
H -10.719 0.671 -2.661
C 3.810 1.625 1.233
C 2.363 1.395 0.744
C 2.363 1.220 -0.779
C 2.625 2.523 -1.526
C 1.642 3.605 -1.086
C 1.574 3.801 0.436
N 1.478 2.515 1.188
O 0.236 2.099 1.117
C 2.808 4.593 0.919
C 0.396 4.740 0.737
C 1.971 0.061 1.391
H 4.385 0.698 1.179
H 4.367 2.343 0.634
H 3.826 1.955 2.273
H 1.399 0.816 -1.107
H 3.115 0.481 -1.067
H 3.654 2.858 -1.375
H 2.517 2.353 -2.601
H 1.909 4.549 -1.568
H 0.649 3.338 -1.466
H 2.854 4.617 2.009
H 2.761 5.628 0.576
H 3.752 4.206 0.543
H -0.546 4.368 0.333
H 0.564 5.718 0.283
H 0.274 4.889 1.812
H 1.972 0.138 2.481
H 2.682 -0.720 1.116
H 0.990 -0.292 1.073
C 7.952 -3.027 -0.911
C 7.226 -2.181 0.159
C 8.257 -1.602 1.135
C 8.844 -2.653 2.071
C 7.736 -3.402 2.805
C 6.654 -3.976 1.878
N 6.184 -2.998 0.851
O 5.347 -2.174 1.434
C 7.181 -5.248 1.181
C 5.505 -4.491 2.758
C 6.610 -1.028 -0.646
H 8.489 -2.384 -1.610
H 8.705 -3.697 -0.503
H 7.243 -3.617 -1.494
H 7.794 -0.814 1.740
H 9.066 -1.121 0.579
H 9.479 -3.352 1.520
H 9.495 -2.165 2.801
H 8.178 -4.206 3.398
H 7.276 -2.714 3.522
H 6.485 -5.588 0.411
H 7.291 -6.064 1.897
H 8.162 -5.127 0.728
H 5.107 -3.718 3.417
H 5.852 -5.299 3.403
H 4.685 -4.880 2.150
H 5.875 -1.399 -1.365
H 7.384 -0.499 -1.204
H 6.125 -0.285 -0.012
*
```

Atomic partial charges in e from the Mulliken method, atoms 1 to 5: C 0.0380; C -0.4817; C -0.7749; C 0.0522; N 0.4927

# 4
Formula: C34H61Br2N4O11S
Source: the OMol25 dataset
Level of theory: ωB97M-V/def2-TZVPD

Results
Frontier orbital gap = 6.7 eV

The geometry in ORCA input format:
```
! RIJCOSX wB97M-V def2-TZVPD def2/J DEFGRID3
* xyz 1 1
C -3.254 -0.503 0.360
C -3.927 0.642 -0.336
O -3.852 1.776 0.046
O -4.633 0.285 -1.436
C -4.170 0.789 -2.701
C -2.660 0.907 -2.840
C -2.096 2.291 -2.468
C -0.729 2.210 -1.762
C -0.470 3.381 -0.811
C 0.515 3.085 0.313
C 1.996 3.256 -0.087
Br 2.657 5.022 0.146
N 2.761 2.242 0.680
C 1.811 1.239 0.721
N 2.084 -0.027 0.542
C 1.081 -1.081 0.426
C 1.016 -1.736 -0.941
O 0.430 -2.744 -1.100
Br 1.824 -0.782 -2.399
N 3.441 -0.386 0.419
C 3.882 -1.051 1.381
O 4.357 -1.673 2.231
N 0.499 1.686 0.844
S -0.221 1.469 2.378
C 0.696 2.394 3.555
O -1.526 2.028 2.231
O -0.108 0.069 2.659
H -2.268 -0.647 -0.092
H -3.822 -1.427 0.276
H -3.121 -0.242 1.410
H -4.532 0.085 -3.450
H -4.639 1.752 -2.924
H -2.140 0.106 -2.307
H -2.449 0.730 -3.898
H -2.788 2.821 -1.812
H -1.964 2.883 -3.377
H 0.048 2.183 -2.535
H -0.672 1.253 -1.236
H -1.413 3.683 -0.351
H -0.091 4.240 -1.370
H 0.316 3.769 1.141
H 2.176 3.035 -1.139
H 3.085 2.541 1.601
H 0.099 -0.640 0.583
H 1.235 -1.839 1.193
H 1.085 3.307 3.101
H -0.004 2.632 4.356
H 1.543 1.811 3.911
C 4.619 5.668 -4.558
C 3.782 6.793 -5.171
C 2.364 6.332 -4.854
O 2.446 5.605 -3.622
C 3.813 5.346 -3.308
H 5.645 5.953 -4.336
H 4.641 4.807 -5.229
H 3.996 7.737 -4.666
H 3.949 6.932 -6.237
H 1.982 5.664 -5.632
H 1.662 7.156 -4.732
H 4.110 5.984 -2.468
H 3.912 4.302 -2.998
C 5.750 0.821 4.702
C 4.971 0.999 6.008
C 4.348 2.376 5.818
O 4.127 2.517 4.400
C 4.818 1.485 3.702
H 5.964 -0.218 4.458
H 6.695 1.362 4.746
H 4.191 0.239 6.087
H 5.593 0.941 6.898
H 5.021 3.172 6.143
H 3.398 2.493 6.338
H 4.066 0.771 3.324
H 5.341 1.920 2.846
C -2.000 -2.235 4.673
C -3.146 -2.633 5.603
C -2.658 -2.094 6.943
O -1.871 -0.937 6.644
C -1.603 -0.880 5.248
H -2.283 -2.180 3.623
H -1.174 -2.944 4.769
H -4.065 -2.124 5.303
H -3.342 -3.703 5.626
H -2.027 -2.826 7.459
H -3.469 -1.808 7.611
H -2.205 -0.074 4.809
H -0.548 -0.648 5.095
C 0.286 -5.867 0.132
C 0.623 -7.349 -0.021
C -0.624 -8.005 0.562
O -1.708 -7.115 0.287
C -1.209 -5.857 -0.158
H 0.846 -5.217 -0.537
H 0.474 -5.547 1.161
H 0.724 -7.602 -1.079
H 1.536 -7.651 0.489
H -0.536 -8.130 1.646
H -0.844 -8.977 0.121
H -1.401 -5.757 -1.232
H -1.744 -5.060 0.362
C -4.114 -3.575 -6.899
C -5.338 -3.786 -6.009
C -4.894 -3.124 -4.712
O -4.011 -2.061 -5.088
C -3.657 -2.188 -6.468
H -4.329 -3.633 -7.964
H -3.347 -4.317 -6.665
H -6.200 -3.263 -6.427
H -5.609 -4.832 -5.875
H -4.347 -3.827 -4.075
H -5.723 -2.709 -4.137
H -4.173 -1.408 -7.038
H -2.582 -2.039 -6.572
*
```

Atomic partial charges in e from the Mulliken method, atoms 1 to 5: C -0.3112; C 0.6656; O -0.5098; O -0.3984; C -0.7013